C47H39N4O2PRhSeTe | wB97M-V/def2-TZVPD

ΔE to the lowest compared entry with this formula, charge and spin: 56.1 kJ/mol
Energy: -5305.14015 a.u.
Orbital gap: 6.01 eV

The geometry in ORCA input format:
```
! RIJCOSX wB97M-V def2-TZVPD def2/J DEFGRID3
* xyz 1 1
Rh -0.97089 -0.45219 0.19093
C 5.41019 3.00938 0.47694
C 4.27969 2.02374 0.36285
C 4.48312 0.71671 -0.06725
C 3.46419 -0.22382 -0.19665
C 3.83215 -1.62251 -0.57435
O 3.32571 -2.57243 -0.02101
C 4.87359 -1.83791 -1.63603
C 5.56122 -3.04830 -1.63434
C 6.47954 -3.33028 -2.63163
C 6.70706 -2.40880 -3.64664
C 6.02314 -1.20119 -3.65575
C 5.11387 -0.91297 -2.64891
C 2.12997 0.12953 0.09785
O 1.13824 -0.72367 -0.05170
C 1.94430 1.45836 0.55819
C 2.97744 2.37373 0.68734
C 0.55314 1.71268 0.93111
N -0.38605 1.64672 0.02492
C 0.05507 1.96855 -1.35276
C -1.03723 1.75953 -2.36373
Te -1.51621 -0.31137 -2.44278
C 0.15860 -0.92341 -3.53714
C 0.14434 -0.63269 -4.89802
C 1.19348 -1.06915 -5.69147
C 2.22107 -1.81589 -5.13047
C 2.20300 -2.13185 -3.78031
C 1.17393 -1.67902 -2.96369
C 0.22551 1.93420 2.34670
C -1.00968 2.48860 2.68449
C -1.32638 2.73301 4.00633
C -0.40160 2.44271 5.00565
C 0.83936 1.91865 4.67500
C 1.15766 1.66947 3.34892
H 6.34139 2.58136 0.10991
H 5.56487 3.31653 1.51252
H 5.20218 3.91116 -0.10060
H 5.49414 0.39485 -0.28837
H 5.35790 -3.75993 -0.84526
H 7.01727 -4.26868 -2.62201
H 7.41247 -2.63599 -4.43500
H 6.19775 -0.48402 -4.44690
H 4.56630 0.02094 -2.66933
H 2.75511 3.37316 1.04712
H 0.94234 1.40311 -1.64542
H 0.32841 3.02885 -1.35623
H -0.71153 2.05301 -3.36078
H -1.94027 2.30829 -2.10539
H -0.67299 -0.07535 -5.34149
H 1.19260 -0.84738 -6.75010
H 3.03449 -2.16531 -5.75246
H 2.98775 -2.74241 -3.35521
H 1.16035 -1.92554 -1.90965
H -1.69261 2.75318 1.88999
H -2.28204 3.17141 4.26409
H -0.64343 2.64479 6.04054
H 1.56189 1.70188 5.45015
H 2.12419 1.25743 3.09042
N -3.13599 -0.60347 2.42734
P -3.18531 -0.23026 0.78101
C -3.90782 1.43010 0.68745
C -4.18309 2.18492 1.82047
C -4.77987 3.43302 1.69528
C -5.10139 3.92805 0.44177
C -4.84293 3.16899 -0.69398
C -4.25706 1.92197 -0.56918
C -4.58010 -1.22333 0.18347
C -4.50750 -2.01862 -0.95217
C -5.63848 -2.67432 -1.42235
C -6.84279 -2.54443 -0.75321
C -6.91804 -1.76926 0.39858
C -5.79748 -1.10497 0.86034
C -1.95174 -0.97850 3.04325
C -1.92918 -1.45319 4.35235
C -0.72120 -1.85084 4.88356
C 0.43263 -1.78605 4.10707
C 0.32685 -1.30390 2.82544
N -0.84238 -0.89122 2.31186
H -3.98363 -0.89476 2.89242
H -3.92767 1.80107 2.79968
H -4.99136 4.01920 2.57963
H -5.56890 4.89859 0.34725
H -5.10927 3.54751 -1.67174
H -4.10602 1.31026 -1.45310
H -3.56581 -2.16049 -1.45958
H -5.57028 -3.29234 -2.30682
H -7.72632 -3.04600 -1.12378
H -7.85452 -1.67441 0.93097
H -5.89483 -0.46418 1.73032
H -2.84535 -1.51449 4.92263
H -0.67919 -2.23013 5.89575
H 1.39061 -2.10677 4.48628
H 1.17513 -1.25798 2.15317
Se 0.66800 -4.82272 -0.16189
C -0.31830 -3.38529 0.00011
N -1.04845 -2.46528 0.11721
*
```